{
  "formula": "C16H8Cl2IrN2O5",
  "method": "ωB97M-V with the def2-TZVPD basis set",
  "e_tot_ev": -57810.7168,
  "multiplicity": 1,
  "lumo_ev": [-6.373, -6.334],
  "charge": 1,
  "largest_force_ev_per_a": 5.5,
  "elements": ["Ir", "O", "C", "C", "C", "C", "C", "C", "C", "O", "N", "O", "O", "H", "H", "H", "H", "Cl", "C", "C", "C", "Cl", "C", "C", "C", "C", "N", "C", "C", "O", "H", "H", "H", "H"],
  "coordinates": [[-0.5188, 0.2716, -0.2515], [-1.1744, -1.5945, -1.2662], [-0.4991, -2.3593, -1.9612], [0.8626, -2.2427, -2.3658], [1.4313, -3.2578, -3.1545], [2.7438, -3.1842, -3.5450], [3.5546, -2.1007, -3.1619], [3.0347, -1.1012, -2.3966], [1.6743, -1.1169, -1.9649], [1.2580, -0.1536, -1.2460], [3.3078, -4.2403, -4.3650], [2.5712, -5.1554, -4.6497], [4.4626, -4.1217, -4.6962], [-1.0007, -3.2740, -2.3119], [0.8360, -4.1080, -3.4627], [4.5854, -2.0886, -3.4885], [3.6330, -0.2588, -2.0849], [-3.1436, 4.6767, -0.4322], [-2.6855, 3.8652, 0.9851], [-2.9604, 4.3911, 2.2412], [-2.5810, 3.7227, 3.3936], [-2.9345, 4.3951, 4.9160], [-1.8844, 2.4765, 3.3274], [-1.4416, 1.7654, 4.4559], [-0.7682, 0.5788, 4.2808], [-0.5341, 0.1123, 2.9848], [-0.9338, 0.7663, 1.9088], [-1.6053, 1.9288, 2.0570], [-2.0086, 2.6066, 0.8358], [-1.7586, 2.1052, -0.2869], [-3.4734, 5.3379, 2.3149], [-1.6341, 2.1603, 5.4424], [-0.4120, 0.0135, 5.1273], [-0.0023, -0.8154, 2.8217]],
  "forces_ev_per_a": [[-0.6, 1.2, -0.1], [-0.1, 2.0, 1.6], [0.9, -0.9, -0.8], [0.4, 0.9, 0.5], [0.2, -0.2, -0.2], [-0.5, 0.7, 0.6], [-0.1, -0.4, -0.2], [-0.6, 0.5, 0.4], [0.5, -2.4, -1.5], [-2.3, 2.1, 2.4], [-0.1, -0.1, -0.1], [-0.1, -0.4, -0.2], [0.3, 0.0, -0.1], [-0.2, 0.2, 0.1], [0.0, 0.0, 0.0], [0.0, 0.0, 0.0], [0.1, 0.0, 0.0], [-0.1, 0.2, -0.2], [0.9, -1.8, -0.4], [0.2, -0.3, 0.9], [0.1, -0.1, -0.9], [-0.1, 0.2, 0.4], [-0.1, 0.2, 0.1], [-0.1, 0.1, -0.3], [0.0, 0.0, -0.3], [0.3, -0.5, 0.4], [0.5, -0.6, -2.6], [-1.0, 1.7, -1.2], [-0.9, 1.8, 4.2], [2.6, -4.1, -2.7], [0.0, 0.0, 0.0], [0.0, 0.0, 0.1], [0.0, -0.1, 0.0], [0.0, 0.0, 0.0]]
}